A 23-piece molecular cluster, C79H214N10O23 overall at a distorted geometry. Source: the OMol25 dataset; level of theory: wB97M-V/def2-TZVPD.

Last columns: bonded neighbours and bond lengths (Å).
Atoms and positions in Å:
1 C 12.703 3.791 28.369  C2 1.504, H7 1.108, H8 1.077, H9 1.101
2 C 12.434 3.053 27.087  C1 1.504, C3 1.591, N6 1.411, H10 1.083
3 C 12.797 1.513 27.247  C2 1.591, O4 1.410, H11 1.117, H12 1.128
4 O 14.060 1.205 27.793  C3 1.410, C5 1.446
5 C 15.134 1.559 26.892  O4 1.446, H13 1.087, H14 1.089, H15 1.091
6 N 11.183 3.321 26.490  C2 1.411, H16 1.031, H17 1.037
7 H 12.530 4.881 28.269  C1 1.108
8 H 13.767 3.698 28.507  C1 1.077
9 H 12.205 3.341 29.242  C1 1.101
10 H 13.214 3.400 26.419  C2 1.083
11 H 12.799 1.122 26.201  C3 1.117
12 H 12.020 1.025 27.905  C3 1.128
13 H 14.908 1.125 25.922  C5 1.087
14 H 16.040 1.095 27.280  C5 1.089
15 H 15.168 2.646 26.808  C5 1.091
16 H 11.153 3.116 25.480  N6 1.031
17 H 10.475 2.699 26.924  N6 1.037
18 C 9.985 -5.147 23.808  C19 1.546, H24 1.110, H25 1.099, H26 1.093
19 C 8.647 -4.483 23.410  C18 1.546, C20 1.516, N23 1.427, H27 1.072
20 C 8.892 -3.532 22.255  C19 1.516, O21 1.402, H28 1.108, H29 1.164
21 O 7.727 -2.771 22.083  C20 1.402, C22 1.441
22 C 7.498 -2.215 20.773  O21 1.441, H30 1.062, H31 1.071, H32 1.110
23 N 7.683 -5.470 23.048  C19 1.427, H33 1.019, H34 1.022
24 H 10.705 -4.452 24.287  C18 1.110
25 H 10.447 -5.532 22.888  C18 1.099
26 H 9.808 -5.948 24.530  C18 1.093
27 H 8.288 -3.918 24.247  C19 1.072
28 H 9.234 -4.074 21.352  C20 1.108
29 H 9.745 -2.803 22.567  C20 1.164
30 H 8.145 -1.379 20.682  C22 1.062
31 H 6.484 -1.887 20.662  C22 1.071
32 H 7.709 -2.923 19.945  C22 1.110
33 H 6.842 -5.001 22.713  N23 1.019
34 H 8.041 -6.088 22.318  N23 1.022
35 C 18.775 0.285 28.034  C36 1.539, H41 1.148, H42 1.095, H43 1.084
36 C 18.139 -0.071 29.389  C35 1.539, C37 1.562, N40 1.477, H44 1.084
37 C 17.914 -1.615 29.467  C36 1.562, O38 1.467, H45 1.124, H46 1.117
38 O 16.928 -2.027 28.462  C37 1.467, C39 1.398
39 C 15.611 -1.854 28.898  O38 1.398, H47 1.106, H48 1.135, H49 1.104
40 N 19.063 0.285 30.485  C36 1.477, H50 1.025, H51 1.028
41 H 18.837 1.412 27.825  C35 1.148
42 H 18.137 -0.177 27.273  C35 1.095
43 H 19.759 -0.170 28.002  C35 1.084
44 H 17.159 0.331 29.620  C36 1.084
45 H 17.594 -1.904 30.504  C37 1.124
46 H 18.826 -2.177 29.152  C37 1.117
47 H 15.631 -1.858 30.004  C39 1.106
48 H 14.922 -2.620 28.422  C39 1.135
49 H 15.218 -0.838 28.716  C39 1.104
50 H 19.432 1.224 30.304  N40 1.025
51 H 18.535 0.259 31.367  N40 1.028
52 C 9.668 0.156 22.103  C53 1.504, H58 1.078, H59 1.078, H60 1.094
53 C 10.359 1.052 23.095  C52 1.504, C54 1.548, N57 1.415, H61 1.114
54 C 11.369 2.019 22.432  C53 1.548, O55 1.454, H62 1.094, H63 1.108
55 O 12.322 2.482 23.429  C54 1.454, C56 1.456
56 C 13.174 3.581 22.999  O55 1.456, H64 1.069, H65 1.084, H66 1.090
57 N 9.346 1.875 23.642  C53 1.415, H67 1.009, H68 1.011
58 H 8.923 -0.517 22.496  C52 1.078
59 H 10.394 -0.413 21.544  C52 1.078
60 H 9.231 0.772 21.312  C52 1.094
61 H 10.895 0.412 23.832  C53 1.114
62 H 10.830 2.824 21.924  C54 1.094
63 H 11.957 1.467 21.673  C54 1.108
64 H 12.652 4.506 23.127  C56 1.069
65 H 13.418 3.475 21.948  C56 1.084
66 H 14.039 3.617 23.661  C56 1.090
67 H 9.671 2.327 24.483  N57 1.009
68 H 8.542 1.338 23.938  N57 1.011
69 C 14.735 -1.383 25.340  C70 1.508, H75 1.101, H76 1.117, H77 1.111
70 C 14.333 -1.185 23.900  C69 1.508, C71 1.555, N74 1.463, H78 1.108
71 C 12.962 -1.799 23.497  C70 1.555, O72 1.361, H79 1.093, H80 1.088
72 O 12.923 -3.118 23.830  C71 1.361, C73 1.413
73 C 13.536 -3.963 22.878  O72 1.413, H81 1.115, H82 1.107, H83 1.074
74 N 14.321 0.195 23.413  C70 1.463, H84 0.995, H85 0.985
75 H 13.981 -0.863 25.951  C69 1.101
76 H 15.696 -0.877 25.598  C69 1.117
77 H 14.836 -2.467 25.562  C69 1.111
78 H 15.038 -1.672 23.196  C70 1.108
79 H 12.852 -1.629 22.422  C71 1.093
80 H 12.154 -1.383 24.094  C71 1.088
81 H 13.036 -4.958 22.836  C73 1.115
82 H 14.572 -4.234 23.158  C73 1.107
83 H 13.617 -3.471 21.926  C73 1.074
84 H 13.610 0.769 23.805  N74 0.995
85 H 15.170 0.669 23.570  N74 0.985
86 C 11.771 -9.147 27.505  C87 1.517, H92 1.102, H93 1.091, H94 1.132
87 C 12.739 -8.673 26.439  C86 1.517, C88 1.494, N91 1.422, H95 1.122
88 C 12.903 -9.804 25.477  C87 1.494, O89 1.431, H96 1.078, H97 1.068
89 O 13.610 -9.344 24.321  C88 1.431, C90 1.417
90 C 13.723 -10.459 23.453  O89 1.417, H98 1.119, H99 1.124, H100 1.101
91 N 12.211 -7.460 25.919  C87 1.422, H101 0.984, H102 1.032
92 H 11.674 -8.428 28.335  C86 1.102
93 H 12.003 -10.114 27.953  C86 1.091
94 H 10.772 -9.284 26.990  C86 1.132
95 H 13.746 -8.458 26.885  C87 1.122
96 H 11.935 -10.204 25.221  C88 1.078
97 H 13.527 -10.524 25.959  C88 1.068
98 H 12.745 -10.776 23.010  C90 1.119
99 H 14.161 -11.366 23.953  C90 1.124
100 H 14.375 -10.195 22.607  C90 1.101
101 H 12.870 -7.122 25.271  N91 0.984
102 H 11.352 -7.694 25.398  N91 1.032
103 C 8.820 -11.549 24.806  C104 1.504, H109 1.115, H110 1.107, H111 1.119
104 C 8.397 -10.157 24.424  C103 1.504, C105 1.512, N108 1.510, H112 1.100
105 C 7.636 -9.448 25.521  C104 1.512, O106 1.376, H113 1.109, H114 1.141
106 O 6.549 -10.189 25.926  C105 1.376, C107 1.393
107 C 5.758 -9.585 26.902  O106 1.393, H115 1.087, H116 1.095, H117 1.115
108 N 9.622 -9.316 24.155  C104 1.510, H118 1.028, H119 1.039
109 H 9.413 -12.135 24.066  C103 1.115
110 H 7.952 -12.197 25.036  C103 1.107
111 H 9.519 -11.476 25.676  C103 1.119
112 H 7.814 -10.185 23.492  C104 1.100
113 H 7.392 -8.392 25.287  C105 1.109
114 H 8.308 -9.383 26.441  C105 1.141
115 H 4.933 -10.234 27.186  C107 1.087
116 H 5.296 -8.697 26.459  C107 1.095
117 H 6.392 -9.221 27.744  C107 1.115
118 H 9.372 -8.553 23.513  N108 1.028
119 H 10.265 -9.886 23.571  N108 1.039
120 C 5.884 -2.753 25.749  C121 1.538, H126 1.112, H127 1.079, H128 1.096
121 C 7.304 -2.399 26.224  C120 1.538, C122 1.520, N125 1.489, H129 1.075
122 C 7.707 -0.992 25.811  C121 1.520, O123 1.422, H130 1.096, H131 1.122
123 O 8.988 -0.607 26.293  C122 1.422, C124 1.410
124 C 10.014 -1.428 25.782  O123 1.410, H132 1.082, H133 1.084, H134 1.113
125 N 7.217 -2.545 27.704  C121 1.489, H135 1.014, H136 1.036
126 H 5.462 -3.673 26.210  C120 1.112
127 H 5.914 -2.863 24.675  C120 1.079
128 H 5.150 -1.955 25.903  C120 1.096
129 H 7.986 -3.138 25.842  C121 1.075
130 H 7.041 -0.235 26.239  C122 1.096
131 H 7.797 -0.883 24.698  C122 1.122
132 H 10.985 -1.051 26.072  C124 1.082
133 H 9.974 -1.359 24.701  C124 1.084
134 H 9.848 -2.485 26.091  C124 1.113
135 H 6.458 -2.004 28.103  N125 1.014
136 H 8.117 -2.391 28.193  N125 1.036
137 C 12.050 -5.054 28.999  C138 1.548, H143 1.077, H144 1.098, H145 1.074
138 C 11.779 -4.025 27.875  C137 1.548, C139 1.540, N142 1.430, H146 1.098
139 C 11.838 -2.598 28.450  C138 1.540, O140 1.437, H147 1.057, H148 1.104
140 O 10.617 -2.508 29.203  C139 1.437, C141 1.433
141 C 10.516 -1.346 30.035  O140 1.433, H149 1.125, H150 1.063, H151 1.080
142 N 12.782 -4.066 26.856  C138 1.430, H152 0.998, H153 1.003
143 H 11.225 -4.971 29.687  C137 1.077
144 H 12.986 -4.898 29.551  C137 1.098
145 H 12.015 -5.998 28.488  C137 1.074
146 H 10.754 -4.203 27.524  C138 1.098
147 H 11.908 -1.819 27.739  C139 1.057
148 H 12.730 -2.618 29.101  C139 1.104
149 H 11.302 -1.206 30.827  C141 1.125
150 H 9.539 -1.374 30.454  C141 1.063
151 H 10.574 -0.480 29.391  C141 1.080
152 H 12.604 -3.417 26.118  N142 0.998
153 H 12.823 -4.968 26.420  N142 1.003
154 C 11.657 -1.713 36.078  C155 1.531, H160 1.092, H161 1.094, H162 1.093
155 C 10.416 -2.342 35.440  C154 1.531, C156 1.538, N159 1.464, H163 1.111
156 C 10.674 -3.040 34.093  C155 1.538, O157 1.433, H164 1.081, H165 1.063
157 O 9.451 -3.556 33.555  C156 1.433, C158 1.437
158 C 9.741 -4.321 32.374  O157 1.437, H166 1.098, H167 1.108, H168 1.115
159 N 9.770 -3.191 36.443  C155 1.464, H169 1.007, H170 1.002
160 H 12.053 -0.947 35.407  C154 1.092
161 H 12.443 -2.450 36.267  C154 1.094
162 H 11.334 -1.283 37.030  C154 1.093
163 H 9.690 -1.538 35.197  C155 1.111
164 H 11.291 -3.908 34.277  C156 1.081
165 H 11.075 -2.369 33.373  C156 1.063
166 H 8.794 -4.801 32.097  C158 1.098
167 H 10.456 -5.159 32.500  C158 1.108
168 H 10.062 -3.700 31.505  C158 1.115
169 H 8.860 -3.409 36.073  N159 1.007
170 H 10.296 -4.007 36.692  N159 1.002
171 C 15.925 -6.448 23.571  C172 1.536, H175 1.103, H176 1.063, H177 1.087
172 C 17.201 -7.177 24.017  C171 1.536, C173 1.543, O174 1.411, H178 1.131
173 C 17.094 -8.716 23.961  C172 1.543, H179 1.093, H180 1.056, H181 1.091
174 O 18.342 -6.860 23.250  C172 1.411, H182 0.963
175 H 15.738 -6.514 22.485  C171 1.103
176 H 15.913 -5.438 23.899  C171 1.063
177 H 15.086 -6.907 24.088  C171 1.087
178 H 17.360 -7.009 25.124  C172 1.131
179 H 17.877 -9.190 24.557  C173 1.093
180 H 17.141 -9.225 23.037  C173 1.056
181 H 16.123 -8.928 24.412  C173 1.091
182 H 18.500 -5.944 23.501  O174 0.963
183 C 14.138 -3.105 32.346  C184 1.473, H187 1.076, H188 1.111, H189 1.104
184 C 15.468 -3.553 32.793  C183 1.473, C185 1.476, O186 1.499, H190 1.096
185 C 15.717 -3.826 34.222  C184 1.476, H191 1.120, H192 1.134, H193 1.107
186 O 15.822 -4.864 32.159  C184 1.499, H194 0.977
187 H 14.090 -2.065 32.617  C183 1.076
188 H 13.235 -3.568 32.798  C183 1.111
189 H 14.025 -3.194 31.251  C183 1.104
190 H 16.237 -2.862 32.428  C184 1.096
191 H 15.666 -2.927 34.889  C185 1.120
192 H 16.777 -4.228 34.216  C185 1.134
193 H 14.935 -4.483 34.650  C185 1.107
194 H 15.377 -4.938 31.293  O186 0.977
195 C 17.399 -10.114 29.222  C196 1.565, H199 1.122, H200 1.121, H201 1.079
196 C 16.476 -11.307 28.803  C195 1.565, C197 1.553, O198 1.423, H202 1.089
197 C 15.467 -10.992 27.665  C196 1.553, H203 1.100, H204 1.125, H205 1.108
198 O 17.181 -12.491 28.447  C196 1.423, H206 0.961
199 H 16.780 -9.289 29.662  C195 1.122
200 H 18.046 -9.766 28.376  C195 1.121
201 H 18.010 -10.408 30.061  C195 1.079
202 H 15.821 -11.630 29.612  C196 1.089
203 H 14.934 -11.851 27.233  C197 1.100
204 H 15.906 -10.473 26.769  C197 1.125
205 H 14.709 -10.298 28.079  C197 1.108
206 H 17.841 -12.378 27.758  O198 0.961
207 C 11.612 -8.114 32.550  C208 1.548, H211 1.073, H212 1.083, H213 1.085
208 C 13.091 -7.948 32.124  C207 1.548, C209 1.505, O210 1.435, H214 1.085
209 C 13.296 -8.503 30.740  C208 1.505, H215 1.091, H216 1.097, H217 1.089
210 O 13.413 -6.549 32.167  C208 1.435, H218 0.996
211 H 11.468 -7.783 33.561  C207 1.073
212 H 11.403 -9.176 32.542  C207 1.083
213 H 10.970 -7.618 31.830  C207 1.085
214 H 13.625 -8.544 32.857  C208 1.085
215 H 12.458 -8.156 30.133  C209 1.091
216 H 13.268 -9.598 30.806  C209 1.097
217 H 14.214 -8.227 30.225  C209 1.089
218 H 14.391 -6.469 32.336  O210 0.996
219 C 9.145 1.352 35.079  C220 1.515, H223 1.111, H224 1.091, H225 1.095
220 C 9.963 1.032 33.845  C219 1.515, C221 1.511, O222 1.458, H226 1.137
221 C 9.212 1.156 32.540  C220 1.511, H227 1.080, H228 1.089, H229 1.090
222 O 11.169 1.849 33.779  C220 1.458, H230 0.974
223 H 8.200 0.768 35.088  C219 1.111
224 H 8.798 2.386 35.108  C219 1.091
225 H 9.642 1.155 36.035  C219 1.095
226 H 10.249 -0.066 33.924  C220 1.137
227 H 8.753 2.133 32.545  C221 1.080
228 H 8.440 0.388 32.516  C221 1.089
229 H 9.813 1.031 31.639  C221 1.090
230 H 10.878 2.774 33.871  O222 0.974
231 C 13.526 0.958 31.133  C232 1.492, H235 1.078, H236 1.096, H237 1.109
232 C 14.176 0.947 32.475  C231 1.492, C233 1.516, O234 1.449, H238 1.079
233 C 14.498 2.332 33.001  C232 1.516, H239 1.070, H240 1.071, H241 1.109
234 O 13.309 0.248 33.402  C232 1.449, H242 0.974
235 H 13.159 -0.028 30.893  C231 1.078
236 H 14.249 1.195 30.344  C231 1.096
237 H 12.700 1.688 31.247  C231 1.109
238 H 15.064 0.344 32.583  C232 1.079
239 H 15.004 2.302 33.943  C233 1.070
240 H 13.609 2.899 33.190  C233 1.071
241 H 15.054 2.944 32.263  C233 1.109
242 H 12.657 0.920 33.671  O234 0.974
243 C 17.421 -5.248 29.078  C244 1.485, H247 1.076, H248 1.059, H249 1.090
244 C 17.239 -5.532 27.632  C243 1.485, C245 1.549, O246 1.391, H250 1.117
245 C 15.761 -5.828 27.276  C244 1.549, H251 1.100, H252 1.110, H253 1.109
246 O 17.665 -4.466 26.846  C244 1.391, H254 0.967
247 H 18.434 -4.998 29.338  C243 1.076
248 H 17.037 -5.893 29.825  C243 1.059
249 H 16.729 -4.419 29.227  C243 1.090
250 H 17.855 -6.408 27.313  C244 1.117
251 H 15.582 -6.269 26.284  C245 1.100
252 H 15.243 -4.868 27.483  C245 1.110
253 H 15.342 -6.426 28.111  C245 1.109
254 H 17.536 -3.585 27.223  O246 0.967
255 C 8.877 3.190 29.786  C256 1.560, H259 1.107, H260 1.114, H261 1.081
256 C 8.354 1.879 29.121  C255 1.560, C257 1.524, O258 1.480, H262 1.072
257 C 7.109 2.116 28.274  C256 1.524, H263 1.099, H264 1.097, H265 1.096
258 O 9.516 1.376 28.356  C256 1.480, H266 0.988
259 H 9.866 2.918 30.202  C255 1.107
260 H 8.086 3.521 30.498  C255 1.114
261 H 9.016 3.857 28.947  C255 1.081
262 H 8.179 1.107 29.844  C256 1.072
263 H 6.757 1.162 27.857  C257 1.099
264 H 7.277 2.828 27.456  C257 1.097
265 H 6.330 2.555 28.907  C257 1.096
266 H 9.268 0.755 27.628  O258 0.988
267 C 8.721 -6.584 35.325  C268 1.535, H271 1.069, H272 1.075, H273 1.116
268 C 7.566 -6.277 34.363  C267 1.535, C269 1.555, O270 1.400, H274 1.085
269 C 7.516 -7.224 33.130  C268 1.555, H275 1.094, H276 1.091, H277 1.077
270 O 6.371 -6.343 35.090  C268 1.400, H278 0.953
271 H 9.703 -6.325 34.990  C267 1.069
272 H 8.663 -7.605 35.654  C267 1.075
273 H 8.498 -5.935 36.205  C267 1.116
274 H 7.719 -5.272 33.981  C268 1.085
275 H 6.691 -6.921 32.479  C269 1.094
276 H 7.208 -8.189 33.534  C269 1.091
277 H 8.424 -7.305 32.557  C269 1.077
278 H 5.658 -6.114 34.502  O270 0.953
279 C 8.101 -6.069 26.687  C280 1.511, H283 1.118, H284 1.068, H285 1.083
280 C 7.550 -6.100 28.093  C279 1.511, C281 1.492, O282 1.420, H286 1.094
281 C 8.661 -5.908 29.071  C280 1.492, H287 1.090, H288 1.096, H289 1.091
282 O 6.427 -5.252 28.285  C280 1.420, H290 0.986
283 H 8.464 -5.025 26.516  C279 1.118
284 H 7.371 -6.145 25.911  C279 1.068
285 H 8.797 -6.886 26.547  C279 1.083
286 H 7.194 -7.106 28.332  C280 1.094
287 H 8.854 -4.875 29.359  C281 1.090
288 H 9.541 -6.485 28.766  C281 1.096
289 H 8.415 -6.355 30.036  C281 1.091
290 H 6.825 -4.351 28.323  O282 0.986
291 C 18.737 -2.011 24.113  C292 1.557, H295 1.100, H296 1.086, H297 1.087
292 C 17.831 -3.253 23.863  C291 1.557, C293 1.544, O294 1.453, H298 1.108
293 C 17.561 -3.318 22.344  C292 1.544, H299 1.065, H300 1.080, H301 1.074
294 O 18.639 -4.396 24.250  C292 1.453, H302 0.970
295 H 18.813 -1.865 25.201  C291 1.100
296 H 18.465 -1.123 23.551  C291 1.086
297 H 19.769 -2.256 23.876  C291 1.087
298 H 16.893 -3.204 24.450  C292 1.108
299 H 16.825 -2.578 22.128  C293 1.065
300 H 17.157 -4.275 22.049  C293 1.080
301 H 18.451 -3.058 21.801  C293 1.074
302 H 18.469 -4.596 25.183  O294 0.970
303 C 6.366 -2.600 31.554  C304 1.487, H307 1.094, H308 1.085, H309 1.104
304 C 5.232 -2.248 30.659  C303 1.487, C305 1.508, O306 1.491, H310 1.098
305 C 3.937 -2.058 31.406  C304 1.508, H311 1.079, H312 1.093, H313 1.113
306 O 5.619 -1.009 29.925  C304 1.491, H314 0.955
307 H 6.295 -3.585 32.025  C303 1.094
308 H 6.498 -1.903 32.375  C303 1.085
309 H 7.331 -2.557 31.020  C303 1.104
310 H 5.171 -2.986 29.848  C304 1.098
311 H 4.035 -1.563 32.359  C305 1.079
312 H 3.392 -2.978 31.631  C305 1.093
313 H 3.264 -1.381 30.834  C305 1.113
314 H 4.991 -0.695 29.278  O306 0.955
315 C 8.668 -9.916 30.009  C316 1.535, H319 1.076, H320 1.109, H321 1.097
316 C 8.764 -11.156 29.109  C315 1.535, C317 1.507, O318 1.444, H322 1.095
317 C 9.713 -12.179 29.677  C316 1.507, H323 1.115, H324 1.065, H325 1.104
318 O 7.437 -11.722 29.043  C316 1.444, H326 0.973
319 H 7.948 -9.188 29.678  C315 1.076
320 H 9.624 -9.411 30.254  C315 1.109
321 H 8.306 -10.270 30.982  C315 1.097
322 H 9.078 -10.893 28.093  C316 1.095
323 H 9.757 -13.073 29.012  C317 1.115
324 H 9.512 -12.489 30.675  C317 1.065
325 H 10.757 -11.836 29.569  C317 1.104
326 H 6.900 -11.439 28.283  O318 0.973

Molecular weight: 1672.63 g mol⁻¹
Spin multiplicity: 1
DFT total energy: -5416.13592 hartree
HOMO energy: -8.76 eV
Lowest unoccupied orbital energy: 0.0131 Eh

Atomic partial charges in e from the Mulliken method, atoms 1 to 6:
1. C -1.322
2. C 0.172
3. C 1.356
4. O 0.572
5. C -0.440
6. N -0.559